{"formula": "C9H26CeN6O6P2S", "method": "ωB97M-V/def2-TZVPD", "symbols": ["Ce", "S", "P", "P", "O", "O", "O", "O", "O", "O", "N", "N", "N", "N", "N", "N", "C", "C", "C", "C", "C", "C", "C", "C", "C", "H", "H", "H", "H", "H", "H", "H", "H", "H", "H", "H", "H", "H", "H", "H", "H", "H", "H", "H", "H", "H", "H", "H", "H", "H", "H"], "xyz": [[-0.172722, -0.350113, -0.321338], [0.169424, -0.207093, 4.443135], [-2.054323, -0.246128, -3.110119], [-1.001581, -2.774769, -1.638432], [-1.156926, 0.404600, -4.279743], [-3.512649, -0.199167, -3.418261], [-1.540277, 0.378639, -1.840749], [-1.279681, -4.215614, -1.596266], [-2.019297, -2.024213, -0.542452], [0.358049, -2.157367, -1.431907], [-3.041872, -2.737144, -3.406111], [1.312881, 0.823657, -2.160597], [0.764623, 2.083707, 0.376014], [-0.295069, -1.132372, 1.865911], [-2.027099, 1.029934, 0.985055], [2.322003, -0.373755, 0.689311], [-1.387946, 2.138160, 1.721793], [-1.688375, -2.092677, -3.214928], [0.996999, 2.265380, -2.093753], [1.419389, 2.810351, -0.737473], [-0.403247, 2.878725, 0.824417], [2.850636, 0.924473, 1.153653], [-0.746488, -2.498948, -4.341387], [1.713497, 1.885882, 1.494490], [-0.110655, -0.770717, 2.979438], [3.495045, 1.330172, 0.374428], [0.227206, -2.032957, -4.205182], [2.140450, 2.846260, 1.809920], [-3.226307, -3.420770, -2.668717], [-1.131163, -2.201618, -5.318310], [3.464666, 0.822356, 2.051220], [-0.944676, 3.193914, -0.072289], [2.500059, 2.708530, -0.649205], [-0.600652, -3.581315, -4.325283], [-2.697308, 1.405818, 0.321057], [0.930347, 0.459640, -3.029163], [-1.671808, 0.553601, -5.088626], [1.501909, 2.840254, -2.873946], [3.055067, -0.896217, 0.222935], [-0.078580, 2.376089, -2.231535], [-0.891755, 1.723356, 2.598554], [-3.713344, -1.901766, -3.400198], [1.196166, 3.879835, -0.685383], [-2.120611, 2.867312, 2.076347], [1.168194, 1.464146, 2.340032], [-2.274920, -2.702126, 0.104798], [-0.062526, 3.779144, 1.350639], [2.070544, -0.926721, 1.504772], [-3.109768, -3.216271, -4.300975], [-2.550150, 0.458872, 1.638891], [2.317246, 0.701608, -2.217425]], "forces_ev_per_angstrom": [[2.28, 2.86, 3.19], [0.09, 0.13, 0.42], [-0.99, 0.14, -1.12], [-1.16, -1.46, -0.60], [-0.19, -0.06, 0.06], [0.23, -0.06, 0.03], [-1.19, 0.37, -1.74], [0.03, -0.01, -0.06], [0.24, -0.78, -0.51], [0.12, -1.53, -1.14], [-0.30, 0.60, 0.03], [-0.03, 0.28, -0.42], [0.10, 0.36, 0.10], [-0.11, -0.51, 1.33], [-0.17, 0.33, 0.06], [0.24, 0.02, 0.21], [0.17, 0.01, -0.16], [0.47, 0.22, 0.56], [0.10, 0.11, 0.24], [-0.08, -0.18, -0.17], [-0.17, -0.12, 0.14], [-0.19, 0.12, 0.03], [0.04, -0.09, -0.05], [0.09, -0.20, -0.12], [-0.09, -0.20, -0.48], [0.01, 0.00, 0.00], [-0.03, 0.02, -0.02], [-0.03, 0.01, 0.05], [-0.04, -0.07, 0.03], [-0.01, 0.03, 0.01], [0.05, -0.02, -0.03], [0.06, 0.08, -0.01], [0.01, 0.03, 0.03], [0.00, 0.00, -0.04], [-0.06, -0.01, -0.03], [0.12, 0.01, -0.10], [0.14, -0.01, 0.16], [-0.07, -0.01, -0.06], [0.02, -0.02, -0.03], [-0.01, 0.01, -0.04], [-0.02, 0.01, 0.03], [0.21, -0.43, 0.03], [0.04, 0.02, 0.04], [0.02, 0.00, 0.05], [-0.01, 0.10, 0.06], [-0.01, 0.16, 0.14], [0.01, 0.05, -0.08], [-0.03, -0.08, 0.00], [0.05, -0.04, -0.07], [-0.01, -0.09, 0.01], [0.07, -0.09, 0.04]], "mulliken_charge": [0.969, -0.377, 0.669, 0.797, -0.601, -0.952, -0.154, -0.855, -0.531, -0.512, -0.107, -0.341, 1.095, -0.663, -0.327, -0.334, -0.922, 0.598, -0.652, -1.045, -0.962, -0.976, -1.804, -0.631, 0.594, 0.373, 0.342, 0.349, 0.339, 0.487, 0.479, 0.505, 0.314, 0.512, 0.289, 0.138, 0.359, 0.555, 0.241, 0.269, 0.141, 0.407, 0.370, 0.490, 0.198, 0.348, 0.395, 0.241, 0.354, 0.256, 0.270], "multiplicity": 2, "energy_ev": -73327.4027, "gap_ha": [0.2906, 0.3133], "total_charge": 1, "lumo_energy_ev": [-2.4, -2.4]}